{"formula": "C47H80Br2Cl24NO4P", "method": "ωB97M-V with the def2-TZVPD basis set", "charge": 0, "e_homo_ev": -7.38, "homo_lumo_gap_ev": 6.70, "spin_multiplicity": 1, "lumo_energy_ha": -0.0250, "largest_force_ev_per_a": 3.3, "elements": ["C", "Cl", "C", "C", "H", "H", "C", "C", "C", "H", "H", "Cl", "Cl", "H", "Cl", "H", "H", "C", "Cl", "H", "H", "C", "Cl", "C", "H", "H", "Cl", "C", "O", "C", "H", "H", "H", "Cl", "H", "Cl", "C", "H", "H", "C", "C", "C", "C", "C", "Cl", "H", "N", "Cl", "H", "C", "C", "Cl", "H", "C", "C", "C", "H", "H", "H", "H", "H", "Cl", "H", "C", "C", "H", "H", "C", "C", "H", "H", "H", "C", "H", "H", "C", "H", "H", "H", "H", "C", "C", "H", "H", "H", "H", "H", "Cl", "Cl", "C", "H", "H", "Cl", "H", "Cl", "H", "H", "C", "H", "H", "Cl", "Br", "H", "Cl", "C", "H", "C", "C", "C", "C", "H", "Cl", "H", "H", "H", "H", "C", "H", "H", "H", "H", "O", "C", "H", "Cl", "H", "C", "H", "H", "C", "Cl", "P", "H", "H", "C", "H", "H", "C", "C", "C", "H", "Br", "H", "H", "Cl", "C", "H", "Cl", "H", "C", "H", "H", "O", "O", "H", "H", "H", "H", "H"], "coordinates": [[-0.365, 9.849, -4.650], [-4.043, 10.824, -5.432], [1.481, -3.064, 0.698], [-0.439, 3.836, 2.819], [0.564, -11.970, -3.431], [0.492, -12.088, -1.670], [1.252, -4.205, 1.662], [5.650, 8.814, -1.921], [-3.209, -16.220, -0.308], [-2.118, -4.805, 3.941], [-0.628, 4.907, 3.082], [2.537, -6.180, -0.548], [0.357, -14.955, -1.260], [1.957, -2.216, 1.190], [2.955, -7.365, 2.625], [-0.129, -11.523, 6.618], [0.148, 10.404, -3.823], [0.416, 3.855, -0.826], [0.371, -5.072, -6.143], [-6.147, 9.302, -4.148], [-0.865, 7.953, -3.589], [-1.916, -12.266, 5.650], [4.026, 10.358, -8.385], [3.820, -7.895, 1.157], [2.230, 8.136, -10.730], [-0.069, -5.595, -3.885], [0.585, -12.386, 4.541], [3.009, 8.834, -10.420], [2.276, 4.315, 0.695], [-0.091, -4.675, -4.469], [2.285, -10.792, 2.365], [-2.506, -16.732, 0.349], [-3.725, -17.882, -1.557], [-3.430, -6.652, 3.349], [-2.828, -5.945, 6.095], [-5.038, -18.143, 0.367], [-0.297, 8.296, -4.487], [-1.304, 0.505, 7.125], [-6.578, -0.954, 9.810], [2.831, 9.698, 0.219], [0.433, 0.682, 2.021], [-4.223, -17.177, -0.890], [2.690, 9.378, -9.047], [1.587, 7.567, -2.980], [3.074, 10.117, -11.656], [-1.077, 10.512, 0.056], [-0.236, 9.961, 0.219], [-6.346, 0.754, 8.222], [-0.251, -13.282, 6.539], [1.461, 6.259, -2.314], [4.053, -6.755, 0.192], [-1.585, -12.542, -2.694], [-1.211, 2.264, 7.212], [0.131, 3.989, -2.149], [1.773, 6.116, -0.878], [-2.946, 1.497, 6.169], [0.863, -2.733, -4.504], [2.528, 8.555, -8.351], [6.455, 9.602, -1.859], [-3.582, 1.370, 7.040], [0.406, -3.306, -2.897], [3.001, -11.655, 0.285], [0.202, -12.310, 0.684], [0.194, -12.572, -2.600], [-1.423, 3.396, 1.640], [2.009, 11.219, 2.907], [4.533, -5.908, 0.681], [-5.514, 8.627, -4.724], [1.968, -11.627, 1.740], [5.405, 9.715, -3.882], [-2.515, -12.386, 6.554], [-5.662, 9.616, -6.619], [-5.937, -0.826, 8.937], [-0.061, 10.208, -5.670], [0.997, 11.629, 0.552], [0.687, 10.707, 1.112], [-2.113, 4.244, 1.372], [0.116, 11.082, 2.020], [1.325, 1.144, 0.082], [6.172, 7.866, -2.216], [-3.393, -5.138, 5.631], [0.496, -11.536, 1.394], [3.690, 11.131, -3.572], [-1.457, 10.126, -4.566], [0.796, -0.384, 2.072], [-3.799, -4.344, 3.659], [-2.210, -13.040, 4.942], [-3.976, -14.908, 0.621], [-2.347, -10.687, 4.951], [-3.155, -5.080, 4.140], [-4.173, 8.686, -6.420], [-0.687, 3.212, 3.727], [-0.038, -2.495, -0.043], [2.653, 10.667, -0.325], [-3.362, 3.077, 5.453], [2.433, 7.086, 1.048], [2.126, -3.391, -0.117], [3.643, 10.346, -2.764], [2.164, -12.551, 2.284], [3.918, 9.646, 0.489], [-3.389, -0.913, 7.946], [2.405, 8.797, -5.580], [-4.306, -1.826, 9.902], [-4.295, 7.938, -3.622], [4.701, 9.243, -3.136], [-0.495, 0.849, 2.614], [2.229, 7.207, -0.043], [-4.487, -0.902, 9.352], [0.278, 1.036, 0.494], [2.076, 8.677, -2.134], [-4.988, -16.651, -1.461], [-5.116, -5.369, 6.031], [2.208, -4.612, 1.991], [0.362, -14.496, -3.576], [-3.200, 0.721, 5.448], [-6.188, -1.600, 8.213], [0.800, -3.614, -3.866], [0.617, 3.608, 2.544], [4.776, -8.305, 1.484], [1.833, -13.942, -2.772], [-0.469, 9.050, 0.621], [2.657, 10.624, 2.492], [-1.491, 1.426, 6.575], [1.633, 8.826, 1.949], [0.384, -3.676, 3.129], [-4.208, -0.065, 9.992], [1.011, 4.961, -3.016], [5.111, 8.746, -0.950], [4.302, 8.331, -3.633], [2.371, 8.520, -0.704], [2.457, -4.210, -3.583], [-0.632, 2.636, 0.123], [4.023, 10.871, -1.839], [1.109, 6.719, -5.007], [1.199, 7.704, -4.478], [-2.101, 2.600, 2.068], [-0.685, 3.425, -2.654], [0.746, -13.976, -2.699], [-4.887, 9.329, -5.907], [1.576, 4.713, -0.203], [0.682, -5.010, 1.203], [-1.232, 7.496, -6.070], [-0.106, -11.655, 2.294], [-0.180, 0.206, -0.109], [-0.405, 1.414, 5.162], [1.934, 9.819, 1.534], [4.696, -7.086, -0.624], [0.068, -9.954, 0.693], [-6.130, 7.796, -5.071], [-0.447, -12.358, 5.995], [1.254, 1.329, 2.434], [3.244, -8.698, 0.696], [1.305, 4.598, -4.132], [2.264, 9.935, -2.684], [3.962, 8.307, -10.430], [-1.121, -4.317, -4.502], [1.792, 9.995, -9.058], [-2.641, -15.747, -1.111], [-3.086, -4.198, 6.091]], "lowdin_charge": [-0.20, 0.55, -0.65, -0.18, 0.08, 0.03, -0.71, -0.09, -0.68, 0.02, 0.07, 0.60, 0.54, 0.06, 0.56, 0.07, 0.08, -0.29, 0.53, 0.07, 0.10, -0.66, 0.52, -0.65, 0.07, 0.07, 0.63, -0.66, 0.09, -0.66, 0.06, 0.07, 0.07, 0.54, 0.07, 0.53, -0.68, 0.03, 0.07, -0.09, -0.18, -0.67, -0.69, -0.07, 0.53, 0.07, 0.01, 0.56, 0.07, 0.00, -0.62, 0.54, 0.07, -0.01, -0.05, -0.72, 0.07, 0.01, 0.08, -0.01, 0.03, 0.55, 0.05, -0.66, -0.41, 0.08, 0.07, -0.66, -0.69, 0.11, 0.07, 0.07, -0.65, 0.06, 0.13, -0.23, 0.07, 0.12, 0.08, 0.08, -0.66, -0.68, 0.13, 0.03, 0.05, 0.07, 0.07, 0.53, 0.55, -0.67, 0.04, -0.04, 0.59, 0.11, 0.55, 0.13, 0.04, -0.20, 0.04, 0.12, 0.64, 0.85, 0.07, 0.53, -0.24, 0.02, 0.06, -0.62, -0.42, -0.16, 0.07, 0.52, 0.03, 0.07, 0.07, 0.07, -0.66, 0.04, 0.08, 0.07, 0.07, -0.06, -0.65, 0.13, 0.56, 0.07, -0.30, 0.04, 0.06, -0.09, 0.52, 0.98, 0.12, 0.05, -0.61, 0.06, 0.11, -0.65, -0.66, -0.32, 0.04, 0.64, 0.00, 0.01, 0.64, -0.32, 0.08, 0.55, 0.07, -0.63, 0.07, 0.03, 0.09, -0.14, 0.07, 0.07, 0.07, 0.04, 0.06]}